Below is one molecule with the formula C23H36N2O3, with properties calculated with the ωB97M-V functional and the def2-TZVPD basis.

The geometry in ORCA input format:
```
! RIJCOSX wB97M-V def2-TZVPD def2/J DEFGRID3
* xyz 0 1
C 1.797 2.317 2.086
C 1.089 1.292 2.963
H 0.992 1.686 3.975
H 0.081 1.125 2.575
C 1.833 -0.056 2.978
N 0.915 -1.158 3.194
C 0.567 -2.055 2.243
O -0.180 -2.992 2.465
C 1.138 -1.820 0.876
C 2.193 -2.583 0.402
C 2.653 -2.377 -0.882
C 2.083 -1.426 -1.725
C 1.009 -0.648 -1.248
C 0.554 -0.872 0.046
H -0.269 -0.293 0.434
O 0.502 0.324 -2.069
C -0.760 0.908 -1.793
C -0.942 2.054 -2.787
C -2.317 2.689 -2.596
N -3.343 1.690 -2.814
C -3.245 0.643 -1.820
C -1.910 -0.083 -1.975
H -1.840 -0.897 -1.252
H -1.846 -0.505 -2.979
H -4.061 -0.067 -1.974
H -3.322 1.036 -0.789
C -4.691 2.196 -3.035
C -4.782 2.878 -4.401
H -4.311 3.858 -4.389
H -5.824 3.009 -4.679
H -4.293 2.263 -5.151
C -5.221 3.125 -1.934
H -6.263 3.366 -2.127
H -4.655 4.053 -1.906
H -5.156 2.645 -0.961
H -5.333 1.307 -3.068
H -2.443 3.494 -3.320
H -2.371 3.122 -1.580
H -0.863 1.654 -3.798
H -0.157 2.798 -2.644
H -0.773 1.322 -0.773
O 2.675 -1.337 -2.951
C 2.004 -0.742 -4.039
H 1.003 -1.161 -4.170
H 1.930 0.341 -3.929
H 2.612 -0.981 -4.912
H 3.473 -2.956 -1.276
H 2.645 -3.334 1.031
C 0.379 -1.296 4.532
C 1.508 -1.440 5.548
C 2.436 -0.234 5.447
C 2.961 -0.111 4.019
H 3.581 0.781 3.919
H 3.585 -0.980 3.799
H 3.275 -0.342 6.136
H 1.890 0.669 5.730
H 1.089 -1.522 6.551
H 2.067 -2.353 5.335
H -0.263 -2.179 4.529
H -0.228 -0.416 4.773
H 2.281 -0.198 1.989
H 1.256 3.261 2.093
H 1.859 1.962 1.059
H 2.807 2.501 2.444
*
```

HOMO-LUMO gap = 8.769 eV
LUMO level = 0.700 eV
Structure (SMILES) = CC[C@H]1CCCCN1C(=O)c1ccc(OC)c(OC2CCN(C(C)C)CC2)c1
DFT total energy = -1233.24395 Ha
HOMO = -8.0691 eV
Relative energy (zero: lowest compared OMol25 entry of this formula, charge and spin) = 33.3 kcal/mol



Below is C23H36N4O5SSi2Sn as an isolated structure at a distorted geometry, with properties calculated with the ωB97M-V functional and the def2-TZVPD basis.

The geometry in ORCA input format:
```
! RIJCOSX wB97M-V def2-TZVPD def2/J DEFGRID3
* xyz 0 1
Sn -9.237 -9.242 -8.360
O -10.766 -5.579 -8.182
C -10.902 -6.694 -8.646
O -10.675 -7.807 -7.976
C -11.529 -6.842 -9.998
C -12.604 -6.009 -10.261
C -13.217 -6.050 -11.507
C -12.637 -6.814 -12.508
C -11.533 -7.622 -12.263
C -10.983 -7.647 -11.000
S -9.631 -8.748 -10.779
H -12.954 -5.295 -9.505
H -14.135 -5.516 -11.678
H -13.044 -6.797 -13.498
H -11.156 -8.239 -13.089
N -9.588 -11.374 -12.495
C -10.723 -11.889 -11.684
C -12.034 -11.261 -12.140
C -13.134 -11.598 -11.156
N -12.812 -10.925 -9.900
C -13.264 -13.122 -11.036
C -11.985 -13.833 -10.783
N -11.582 -13.594 -9.404
C -10.840 -13.387 -11.791
H -9.578 -10.336 -12.395
H -9.675 -11.657 -13.472
H -8.727 -11.746 -12.081
H -10.401 -11.566 -10.711
H -12.289 -11.598 -13.157
H -11.986 -10.162 -12.236
H -14.054 -11.208 -11.565
H -13.201 -11.434 -9.134
H -13.149 -9.976 -9.822
H -13.757 -13.503 -11.945
H -13.938 -13.368 -10.199
H -12.137 -14.925 -10.887
H -11.447 -12.591 -9.269
H -10.756 -14.097 -9.144
H -11.116 -13.605 -12.814
H -9.922 -13.953 -11.568
C -5.721 -9.109 -6.998
Si -7.386 -8.313 -6.900
C -7.269 -6.486 -6.976
C -8.130 -8.837 -5.199
C -7.553 -8.230 -4.086
C -7.930 -8.551 -2.780
C -8.897 -9.523 -2.622
C -9.466 -10.181 -3.710
C -9.110 -9.851 -5.014
Si -9.968 -10.732 -6.462
C -11.810 -10.986 -6.163
C -9.275 -12.458 -6.645
H -5.171 -8.854 -6.058
H -5.087 -8.791 -7.841
H -5.818 -10.193 -7.017
H -6.737 -6.037 -6.142
H -8.290 -6.117 -6.966
H -6.822 -6.116 -7.926
H -6.826 -7.456 -4.226
H -7.503 -8.052 -1.908
H -9.228 -9.822 -1.638
H -10.210 -10.959 -3.486
H -11.944 -11.512 -5.236
H -12.211 -11.569 -7.014
H -12.427 -10.090 -6.178
H -9.183 -12.895 -5.659
H -8.273 -12.409 -7.103
H -9.900 -13.120 -7.243
O -7.305 -11.963 -11.102
N -7.327 -11.224 -10.092
O -6.374 -10.629 -9.659
O -8.455 -11.139 -9.496
*
```

HOMO-LUMO gap = 7.793 eV
LUMO level = 0.028 eV
DFT total energy = -2684.71465 Ha
HOMO = -7.7654 eV
Relative energy (zero: lowest compared OMol25 entry of this formula, charge and spin) = 0.0 kcal/mol



Below is C23H37AlClF11LiMgN4O9S4 as an isolated structure at a distorted geometry, with properties calculated with the ωB97M-V functional and the def2-TZVPD basis.

The geometry in ORCA input format:
```
! RIJCOSX wB97M-V def2-TZVPD def2/J DEFGRID3
* xyz 3 1
C -1.729 -1.070 -1.360
C -1.799 0.503 -0.923
C -1.882 0.485 0.649
S -3.679 0.189 1.097
C -1.517 1.884 1.334
C -0.090 2.490 0.939
O 1.008 1.948 1.702
C 1.566 0.799 1.054
C 2.674 0.034 1.856
F 3.701 0.971 2.146
F 3.272 -0.882 0.952
C 2.282 -0.743 3.180
F 2.686 -2.090 2.999
F 3.096 -0.217 4.208
C 0.770 -0.790 3.616
F 0.394 0.482 4.119
F -0.113 -1.228 2.598
C 0.457 -1.795 4.850
F 1.584 -2.138 5.585
F -0.276 -2.900 4.365
H -2.489 -1.638 -0.708
H -0.682 -1.450 -1.096
H -1.934 -1.186 -2.505
H -2.746 0.926 -1.410
H -0.871 0.978 -1.357
H -3.593 -0.408 2.361
H -2.390 2.616 1.170
H -1.509 1.689 2.464
H 0.166 2.455 -0.167
H -0.126 3.603 1.216
H 0.778 0.060 0.661
H 2.074 1.194 0.099
H -0.252 -1.262 5.570
Li -3.754 -0.711 -1.981
Cl -3.448 -1.483 -4.454
C -1.993 9.594 -0.436
C -3.183 8.648 -0.566
N -2.769 7.259 -0.784
C -3.190 6.165 -0.050
C -2.625 5.065 -0.616
N -1.866 5.513 -1.680
C -1.965 6.838 -1.769
C -1.076 4.685 -2.592
H -1.370 9.580 -1.336
H -2.333 10.623 -0.278
H -1.363 9.310 0.411
H -3.816 8.938 -1.414
H -3.794 8.694 0.338
H -3.856 6.309 0.784
H -2.667 4.011 -0.403
H -1.482 7.459 -2.510
H -0.027 4.973 -2.512
H -1.426 4.847 -3.612
H -1.186 3.633 -2.334
F -5.115 -2.796 -5.426
C -4.504 -5.838 -7.162
C -3.744 -5.392 -5.959
N -3.151 -5.045 -5.019
H -4.078 -5.382 -8.057
H -4.449 -6.923 -7.253
H -5.548 -5.537 -7.070
Mg -2.474 -2.786 -2.809
C 6.789 -0.209 2.702
C 6.825 -1.321 3.710
O 8.215 -1.474 3.968
C 8.814 -0.287 3.656
O 9.946 -0.019 3.911
O 7.949 0.549 3.019
H 5.891 0.402 2.789
H 6.874 -0.573 1.674
H 6.319 -1.057 4.643
H 6.397 -2.248 3.324
N 10.832 -4.669 2.630
S 10.825 -6.157 2.099
O 9.665 -6.576 1.353
O 11.447 -7.152 2.934
F 11.897 -6.015 0.942
S 9.780 -4.447 3.781
O 9.524 -3.047 4.064
O 9.865 -5.292 4.944
F 8.405 -4.888 3.127
C -9.136 -4.961 -2.603
S -7.358 -4.675 -2.510
O -7.122 -3.222 -2.783
C -6.942 -5.582 -4.012
H -9.613 -4.446 -1.770
H -9.526 -4.570 -3.544
H -9.336 -6.031 -2.528
H -7.472 -5.152 -4.863
H -7.215 -6.632 -3.889
H -5.867 -5.504 -4.176
Al -3.249 11.493 -1.304
*
```

HOMO-LUMO gap = 0.937 eV
LUMO level = -11.649 eV
DFT total energy = -5394.70218 Ha
HOMO = -12.5854 eV



Below is a 2-piece molecular cluster, C23H37B2BrF8N3O9PS overall at a distorted geometry, with properties calculated with the ωB97M-V functional and the def2-TZVPD basis.

The geometry in ORCA input format:
```
! RIJCOSX wB97M-V def2-TZVPD def2/J DEFGRID3
* xyz 0 1
C 2.886 -3.104 -0.422
B 3.097 -1.834 0.483
O 4.347 -1.421 0.825
C 1.883 -0.885 1.014
B 2.106 -0.430 2.545
N 2.900 -1.217 3.412
O 1.465 0.723 2.989
C 0.475 -1.510 0.770
P 0.121 -2.847 1.967
N 1.367 -3.648 2.414
O -1.036 -3.722 1.289
O -0.647 -2.124 3.177
C -0.632 -0.456 0.821
C -0.544 0.673 -0.193
C -0.801 0.268 -1.668
C -1.482 -1.077 -1.911
C -2.940 -1.191 -1.469
N -3.183 -2.544 -0.964
C -4.567 -3.019 -1.042
C -5.214 -3.249 0.305
C -4.476 -3.523 1.442
C -5.093 -3.709 2.666
C -6.472 -3.616 2.772
C -7.227 -3.364 1.643
C -6.603 -3.192 0.423
O -7.381 -2.923 -0.695
C -1.556 1.752 0.236
C -1.154 2.529 1.506
C -2.192 2.441 2.621
Br -0.865 4.418 1.062
O 0.753 1.348 -0.104
S 2.078 0.494 -0.090
O 3.104 1.350 0.422
O 2.276 -0.069 -1.405
H 2.770 -2.758 -1.456
H 3.759 -3.758 -0.386
H 1.992 -3.673 -0.176
H 5.013 -1.849 0.276
H 2.712 -2.219 3.416
H 2.939 -0.882 4.368
H 1.333 0.696 3.943
H 0.502 -2.000 -0.207
H 1.315 -4.638 2.207
H -1.476 -3.265 0.550
H -0.311 -1.245 3.390
H -0.617 0.009 1.808
H -1.616 -0.925 0.731
H 0.135 0.276 -2.223
H -1.416 1.053 -2.117
H -0.935 -1.895 -1.440
H -1.428 -1.272 -2.986
H -3.608 -0.961 -2.308
H -3.174 -0.470 -0.682
H -2.591 -3.192 -1.466
H -5.186 -2.331 -1.621
H -4.569 -3.976 -1.576
H -3.398 -3.593 1.387
H -4.482 -3.910 3.539
H -6.949 -3.738 3.735
H -8.305 -3.290 1.706
H -7.459 -3.728 -1.219
H -2.521 1.278 0.424
H -1.694 2.462 -0.578
H -0.196 2.196 1.892
H -3.210 2.514 2.242
H -2.012 3.220 3.360
H -2.056 1.490 3.149
C 4.570 4.611 -1.274
C 3.213 4.148 -1.817
C 3.179 2.876 -2.671
F 3.889 3.036 -3.809
F 1.890 2.633 -3.014
F 2.602 5.160 -2.474
F 2.468 3.845 -0.721
O 5.234 5.653 -1.968
C 6.091 5.423 -3.001
C 5.614 6.094 -4.297
F 4.408 5.622 -4.659
F 6.499 5.812 -5.282
F 6.342 4.117 -3.190
F 7.272 6.017 -2.692
H 4.333 5.048 -0.305
H 5.227 3.762 -1.084
H 3.562 2.022 -2.109
H 5.556 7.175 -4.157
*
```

HOMO-LUMO gap = 9.284 eV
LUMO level = 0.037 eV
Structure (SMILES) = CB(O)[C@]1(B(N)O)[C@@H](P(=N)(O)O)C[C@@](CCCNCc2ccccc2O)(C[C@H](C)Br)OS1(=O)=O.FC(F)C(F)(F)COC(F)(F)C(F)F
DFT total energy = -5902.47602 Ha
HOMO = -9.2473 eV



Below is C23H37BrGeN2PtS as an isolated structure, with properties calculated with the ωB97M-V functional and the def2-TZVPD basis.

The geometry in ORCA input format:
```
! RIJCOSX wB97M-V def2-TZVPD def2/J DEFGRID3
* xyz 4 1
Pt 0.153 -0.171 -0.996
Br -0.096 0.505 1.646
C -1.008 -1.118 1.903
C -1.200 -1.573 3.238
C -1.995 -2.668 3.464
C -2.609 -3.321 2.373
C -2.399 -2.874 1.058
C -3.049 -3.488 -0.012
C -2.885 -3.014 -1.355
C -2.069 -1.956 -1.607
C -1.261 -1.379 -0.555
C -1.532 -1.761 0.802
H -0.736 -1.052 4.068
H -2.155 -3.023 4.475
H -3.239 -4.188 2.549
H -3.733 -4.310 0.179
H -3.431 -3.494 -2.159
H -1.973 -1.584 -2.621
C 3.095 2.478 -1.787
C 1.649 2.166 -1.425
C 0.601 2.933 -2.225
C -0.803 2.365 -2.045
Ge -1.694 2.449 -0.317
C -1.427 3.779 1.041
C 0.012 4.264 1.263
C 0.086 5.324 2.369
C -0.244 4.778 3.754
H 3.794 1.864 -1.222
H 3.305 3.523 -1.553
H 3.277 2.335 -2.853
H 1.493 2.310 -0.352
H 1.554 1.054 -1.688
H 0.860 2.901 -3.285
H 0.624 3.987 -1.941
H -0.962 1.419 -2.592
H -1.565 3.006 -2.543
H -2.893 1.489 -0.276
H -1.888 3.370 1.945
H -2.075 4.612 0.727
H 0.412 4.679 0.334
H 0.660 3.425 1.554
H -0.579 6.152 2.109
H 1.096 5.736 2.364
H -1.298 4.515 3.869
H -0.038 5.532 4.512
H 0.366 3.904 3.998
C 0.661 -0.050 -4.696
C 2.033 -0.492 -4.216
N 2.083 -1.932 -3.930
C 2.003 -2.536 -2.767
S 1.850 -1.707 -1.188
N 2.189 -3.835 -2.641
C 2.668 -4.743 -3.714
C 4.167 -4.634 -3.944
H 0.666 1.014 -4.935
H -0.105 -0.247 -3.935
H 0.369 -0.580 -5.601
H 2.363 0.035 -3.320
H 2.785 -0.300 -4.981
H 2.262 -2.530 -4.729
H 2.156 -4.212 -1.704
H 2.088 -4.539 -4.618
H 2.389 -5.746 -3.396
H 4.473 -3.634 -4.255
H 4.454 -5.328 -4.733
H 4.720 -4.902 -3.045
*
```

HOMO-LUMO gap (spin up / spin down) = 4.654 / 4.599 eV
LUMO level (spin up / spin down) = -16.007 / -16.062 eV
DFT total energy = -6174.88094 Ha
HOMO (spin up / spin down) = -20.6609 / -20.6606 eV
Relative energy (zero: lowest compared OMol25 entry of this formula, charge and spin) = 2.3 kcal/mol



Below is C23H37ClN2O3RhSi as an isolated structure at a distorted geometry, with properties calculated with the ωB97M-V functional and the def2-TZVPD basis.

The geometry in ORCA input format:
```
! RIJCOSX wB97M-V def2-TZVPD def2/J DEFGRID3
* xyz -1 5
Rh -0.921 -0.086 -0.139
Cl -2.582 0.579 1.318
N -0.221 1.906 -0.299
N -0.256 -2.096 -0.200
C -0.897 2.734 -1.059
C -0.706 -2.853 -1.163
C 1.082 2.535 0.024
C 0.764 4.004 -0.250
C 2.161 2.027 -0.917
C 1.505 2.352 1.462
H 1.844 2.146 -1.961
H 2.376 0.971 -0.713
H 3.072 2.616 -0.750
H 0.762 2.815 2.120
H 2.467 2.863 1.603
H 1.622 1.300 1.735
C 0.858 -2.799 0.498
C 0.979 -4.084 -0.318
C 0.493 -3.146 1.931
C 2.125 -1.961 0.476
H 2.391 -1.719 -0.561
H 2.945 -2.537 0.927
H 1.983 -1.046 1.064
H -0.444 -3.715 1.948
H 0.390 -2.232 2.525
H 1.296 -3.761 2.365
O -0.058 -3.997 -1.341
H 0.775 -4.997 0.258
H 1.943 -4.192 -0.832
O -0.403 3.962 -1.130
H 1.564 4.555 -0.759
H 0.457 4.534 0.666
C -2.046 2.377 -1.917
C -1.806 -2.514 -2.094
C -1.411 -1.244 -2.759
H -2.706 -2.355 -1.481
H -1.969 -3.338 -2.781
C -1.461 -0.050 -2.041
C -1.565 1.194 -2.674
H -0.436 0.067 2.085
C -1.029 1.276 -3.974
C -0.668 0.095 -4.625
C -0.809 2.608 -4.619
C -0.873 -1.161 -4.054
H -0.215 0.162 -5.615
C -0.498 -2.424 -4.769
H 0.122 -2.174 -5.638
H -1.384 -2.976 -5.116
H 0.076 -3.089 -4.104
H -1.756 3.110 -4.855
H -0.254 2.458 -5.552
H -0.223 3.281 -3.976
H -2.279 3.225 -2.557
H -2.885 2.126 -1.249
C -0.808 1.888 4.483
Si -0.165 0.135 4.350
C 1.508 -0.181 5.155
C -1.516 -1.071 4.829
O 0.264 -0.153 2.748
H -1.607 1.927 5.240
H -1.234 2.226 3.524
H 0.003 2.571 4.780
H 1.483 -0.201 6.251
H 1.928 -1.140 4.821
H 2.226 0.591 4.859
H -2.428 -0.901 4.239
H -1.204 -2.112 4.669
H -1.742 -0.915 5.893
*
```

HOMO-LUMO gap (spin up / spin down) = 2.208 / 6.583 eV
LUMO level (spin up / spin down) = 2.635 / 2.595 eV
<S²> = 6.016
DFT total energy = -2094.08289 Ha
HOMO (spin up / spin down) = 0.4266 / -3.9873 eV
Relative energy (zero: lowest compared OMol25 entry of this formula, charge and spin) = 29.0 kcal/mol